[1]
This record from the OMol25 dataset describes the ion C3H7IN3 with charge +1. The level of theory is the ωB97M-V functional and the def2-TZVPD basis.

CARTESIAN COORDINATES (ANGSTROEM)
C: 0.395808 1.680215 0.087932
C: -0.820216 -0.084703 -0.597501
C: 0.508474 -1.478069 1.071592
N: 1.185544 0.726347 0.385711
N: -0.780110 1.357056 -0.495665
N: 0.490917 -0.470147 -0.084077
I: -1.965839 2.556254 -1.626569
H: 0.859630 2.668914 -0.039069
H: -1.764133 -0.432313 -0.075242
H: -1.068509 -0.499395 -1.551955
H: 1.389828 -2.112967 0.749304
H: 0.784627 -0.967571 1.863326
H: -0.376025 -2.077664 1.142767
H: 1.160004 -0.865956 -0.830554

Cartesian forces (eV/Å) of the 6 atoms listed first:
0.55 1.26 -2.04
-3.03 0.09 0.35
1.32 -2.93 -5.17
0.44 -0.37 0.20
0.25 0.38 -0.17
1.22 -1.85 0.25

The energy above the lowest of the compared OMol25 structures with the same formula, charge and spin is 2.516 eV. The total charge is +1. For the orbital gap, the calculation gives 0.3231 Ha. The SMILES is C[N@H+]1CN(I)C=N1. As for the HOMO energy: -13.275 eV. As for the spin multiplicity: 1. The value obtained for the LUMO energy is -4.483 eV.

[2]
This record from the OMol25 dataset describes a structure of composition C15H33N4PtSSi3. The level of theory is the ωB97M-V functional and the def2-TZVPD basis.

CARTESIAN COORDINATES (ANGSTROEM)
Pt: 0.619673 -0.294352 -0.412774
C: -2.345139 -0.839473 -2.666466
Si: -2.686482 -1.352575 -0.893376
C: -3.663175 -0.004654 -0.043829
C: -3.615212 -2.950215 -0.803124
C: -0.863313 -1.622161 -0.221433
Si: -0.446246 -0.924170 1.958194
C: 1.087458 -1.479840 2.815670
C: -1.835078 -2.157334 2.213142
C: -1.008997 0.786297 2.404447
Si: -0.116948 -3.395433 -0.638921
C: -0.730270 -4.853051 0.323833
C: -0.220069 -3.614477 -2.480743
C: 1.675340 -3.044956 -0.197392
C: 2.623374 -4.028255 0.033385
C: 3.928094 -3.683084 0.364095
C: 4.256652 -2.341087 0.468105
C: 3.284005 -1.393405 0.227589
N: 2.026434 -1.739907 -0.104148
H: -3.324956 -0.837020 -3.156463
H: -1.721058 -1.543434 -3.211728
H: -1.925526 0.157218 -2.823538
H: -4.593739 0.055316 -0.619297
H: -3.275212 1.014058 -0.007307
H: -3.955068 -0.277662 0.970874
H: -4.593960 -2.775238 -1.260524
H: -3.798033 -3.285691 0.218521
H: -3.150353 -3.763181 -1.360502
H: 1.413816 -2.476596 2.517509
H: 0.835586 -1.526832 3.881493
H: 1.916253 -0.779678 2.713297
H: -1.675218 -3.179702 1.889494
H: -2.820767 -1.810732 1.920137
H: -1.806085 -2.169423 3.314987
H: -0.213950 1.528417 2.299712
H: -1.276601 0.778870 3.466749
H: -1.916923 1.094863 1.883626
H: -1.813948 -4.967599 0.295390
H: -0.399839 -4.851265 1.363158
H: -0.311257 -5.745670 -0.151274
H: -1.232359 -3.786374 -2.844682
H: 0.361022 -4.513045 -2.711367
H: 0.227193 -2.788178 -3.034383
H: 2.341377 -5.070626 -0.044119
H: 4.673354 -4.447638 0.541626
H: 5.254640 -2.020199 0.732475
H: 3.502883 -0.337197 0.308056
N: -0.647730 1.353943 -0.731050
N: -0.166080 2.281120 -1.686474
C: 1.072128 2.177297 -2.182069
N: 1.532602 3.103795 -2.984878
S: 2.068246 0.816157 -1.785659
H: -1.569231 1.035250 -1.037040
H: -0.767339 1.840351 0.160525
H: -0.746998 3.093257 -1.860530
H: 1.006055 3.928959 -3.243912
H: 2.460105 3.018928 -3.380912

Cartesian forces (eV/Å) of the 6 atoms listed first:
-0.18 -0.16 0.18
-0.04 -0.03 -0.02
0.06 0.10 -0.02
-0.08 -0.09 0.04
-0.02 0.01 0.00
0.10 -0.19 -0.07

The energy above the lowest of the compared OMol25 structures with the same formula, charge and spin is 0.028 eV. The total charge is +3. For the orbital gap, the calculation gives 0.2667 Ha. As for the HOMO energy: -18.889 eV. As for the spin multiplicity: 1. The value obtained for the LUMO energy is -11.631 eV.

[3]
This record from the OMol25 dataset describes an isolated molecule of C4H10NO. The level of theory is the ωB97M-V functional and the def2-TZVPD basis.

CARTESIAN COORDINATES (ANGSTROEM)
C: -0.925119 1.275427 -0.497862
C: -0.851978 -0.329511 -0.690496
C: -0.467150 -0.708692 -2.145938
N: 0.056833 -0.908428 0.357560
C: 0.597719 -0.061627 1.673127
O: 1.691779 0.687925 1.572997
H: 0.171976 1.440014 -0.297892
H: -1.389458 1.608580 -1.481976
H: -1.563545 1.398250 0.427875
H: -1.768681 -0.883297 -0.516426
H: 0.511195 -0.203955 -2.397170
H: -0.131405 -1.721786 -2.218254
H: -1.163007 -0.644165 -3.004804
H: 1.014091 -0.803626 -0.047644
H: -0.345744 0.527433 1.942958
H: 0.611673 -0.915428 2.473442

Cartesian forces (eV/Å) of the 6 atoms listed first:
-0.45 -3.08 -0.43
-0.46 0.90 0.32
2.28 0.46 0.12
3.38 1.46 0.34
-2.61 -1.57 -0.29
-1.32 -0.89 -0.07

The energy above the lowest of the compared OMol25 structures with the same formula, charge and spin is 2.132 eV. The total charge is 0. For the orbital gap (spin up / spin down), the calculation gives 0.3828 / 0.2576 Ha. As for the HOMO energy (spin up / spin down): -9.350 / -9.202 eV. As for the spin multiplicity: 2. The value obtained for the LUMO energy (spin up / spin down) is 1.067 / -2.191 eV.

[4]
This record from the OMol25 dataset describes the ion CH5N2OS with charge +1. The level of theory is the ωB97M-V functional and the def2-TZVPD basis.

CARTESIAN COORDINATES (ANGSTROEM)
C: 0.878304 0.190505 -0.243488
N: 0.069916 1.322093 0.278231
N: -0.058679 -1.017357 -0.111658
O: 1.633528 0.254558 -1.290709
S: 2.662743 0.005359 0.150207
H: -0.233933 1.283378 1.207226
H: 0.482747 2.187740 0.039969
H: -0.585030 -0.958193 -1.026670
H: -0.760315 -0.860722 0.689582
H: 0.542656 -1.844110 -0.063094

Cartesian forces (eV/Å) of the 6 atoms listed first:
-1.69 2.21 4.32
1.30 -2.44 -3.40
-0.55 1.28 -0.76
0.25 0.19 -1.10
-0.81 -0.40 -0.34
-0.14 -0.25 1.57

The energy above the lowest of the compared OMol25 structures with the same formula, charge and spin is 2.096 eV. The total charge is +1. For the orbital gap, the calculation gives 0.3394 Ha. The SMILES is N[C@@]1([NH3+])OS1. As for the HOMO energy: -14.145 eV. As for the spin multiplicity: 1. The value obtained for the LUMO energy is -4.909 eV.

[5]
This record from the OMol25 dataset describes the ion C5H6N with charge +1. The level of theory is the ωB97M-V functional and the def2-TZVPD basis.

CARTESIAN COORDINATES (ANGSTROEM)
C: 1.611259 0.663735 0.085590
C: 0.472922 1.467585 0.022660
C: -1.871296 0.748105 0.021949
C: -0.133066 -0.986137 -0.023654
C: 1.386379 -0.675536 0.006623
N: -0.703680 0.305507 -0.047774
H: 2.484314 1.294468 -0.050972
H: -2.657408 0.088562 0.172800
H: -1.882876 1.861875 0.118933
H: -0.496248 -1.568266 -0.951770
H: -0.252548 -1.706960 0.791941
H: 2.042248 -1.492933 -0.146331

Cartesian forces (eV/Å) of the 6 atoms listed first:
0.30 0.23 -0.56
-2.38 -1.31 -0.30
0.60 2.23 0.81
1.78 -2.05 -1.79
-2.26 0.60 -0.99
2.74 2.17 1.09

The energy above the lowest of the compared OMol25 structures with the same formula, charge and spin is 4.873 eV. The total charge is +1. For the orbital gap, the calculation gives 0.3038 Ha. As for the HOMO energy: -14.660 eV. As for the spin multiplicity: 1. The value obtained for the LUMO energy is -6.392 eV.

[6]
This record from the OMol25 dataset describes a structure of composition C29H23N5O7SV. The level of theory is the ωB97M-V functional and the def2-TZVPD basis.

CARTESIAN COORDINATES (ANGSTROEM)
V: -1.533347 -0.828817 0.632940
O: -3.012365 -1.842202 6.482748
C: -2.590266 -1.598336 5.186754
C: -1.790142 -2.487851 4.498336
C: -1.405736 -2.171642 3.207019
N: -1.785508 -1.024339 2.607047
C: -2.645068 -0.202002 3.260989
C: -3.046404 -0.449140 4.556540
C: -3.353460 0.824823 2.386997
O: -3.876883 1.803142 2.945377
O: -3.386129 0.470795 1.173273
C: -0.711275 -3.176789 2.314183
O: -0.197636 -4.180247 2.831627
O: -0.779166 -2.879438 1.077451
H: -2.652834 -2.696369 6.734222
H: -1.462953 -3.436961 4.909032
H: -3.739186 0.235082 5.027014
C: -4.281396 -3.941808 -0.532485
C: -3.442868 -2.700428 -0.712687
O: -3.151193 -2.105829 0.367449
C: -3.088908 -2.301257 -1.999322
C: -2.318879 -1.131445 -2.296154
C: -2.284783 -0.649435 -3.722550
N: -1.677073 -0.497343 -1.364793
N: -1.030103 0.704346 -1.772088
C: -0.744183 1.419023 -0.723945
O: -1.025389 1.142584 0.504083
C: 0.006514 2.697009 -0.961308
C: 0.146793 3.595020 0.091139
C: 0.867932 4.773537 -0.076451
C: 1.463726 5.060614 -1.298260
C: 1.328044 4.162753 -2.354171
C: 0.602063 2.991890 -2.186239
H: -5.205941 -3.677807 -0.014032
H: -3.729999 -4.633125 0.108797
H: -4.518822 -4.431804 -1.478854
H: -3.482072 -2.864872 -2.835377
H: -2.830766 -1.346041 -4.359760
H: -1.257607 -0.545635 -4.076732
H: -2.733365 0.342482 -3.801186
H: -0.323554 3.344676 1.033415
H: 0.966630 5.467312 0.751397
H: 2.030869 5.975891 -1.429807
H: 1.799019 4.373122 -3.308580
H: 0.489122 2.277796 -2.991877
S: 5.106734 -0.614963 0.152493
C: 3.347718 -0.761324 0.320388
C: 2.688929 -0.114141 1.355414
C: 1.310037 -0.182480 1.425607
N: 0.563634 -0.824981 0.507835
C: 1.214405 -1.475761 -0.478453
C: 2.586079 -1.471654 -0.603516
C: 5.128435 0.562204 -1.197021
C: 4.739150 1.876794 -1.003929
C: 4.722124 2.740353 -2.093488
N: 5.078202 2.377457 -3.323939
C: 5.449420 1.114500 -3.499739
C: 5.486722 0.172704 -2.475289
H: 3.238984 0.444209 2.102360
H: 0.756843 0.316470 2.208658
H: 0.582977 -1.994990 -1.186224
H: 3.051685 -1.990848 -1.431771
H: 4.429248 2.219720 -0.025349
H: 4.399797 3.767101 -1.963485
H: 5.722954 0.825967 -4.509376
H: 5.790477 -0.847284 -2.672364

Cartesian forces (eV/Å) of the 6 atoms listed first:
-0.58 -0.31 0.66
0.04 0.03 -0.13
-0.16 0.08 0.22
0.16 0.02 0.06
-0.22 0.22 -0.08
-0.16 -0.21 0.71

The total charge is -2. For the orbital gap (spin up / spin down), the calculation gives 0.1258 / 0.1249 Ha. As for the HOMO energy (spin up / spin down): 0.466 / 0.479 eV. As for the spin multiplicity: 2. The value obtained for the LUMO energy (spin up / spin down) is 3.888 / 3.877 eV.

Let's list max |F| in order: 6.087, 0.300, 3.699, 5.138, 3.664, 1.138 eV/A.
Let's list molecular weight in order: 212.01, 580.86, 88.13, 93.13, 80.11, 636.54 g/mol.